1.
Molecular formula: C31H29Cl45FNO4S
Method: DFT, ωB97M-V with the def2-TZVPD basis set

```
112
Properties=species:S:1:pos:R:3:forces:R:3:lowdin_charge:R:1
C 3.79801 0.82864 3.61550 0.071 -0.044 -0.039 -0.035
C 3.83240 0.91076 2.25355 -0.529 0.352 0.680 -0.220
C 3.24786 2.09782 1.52114 -1.688 -0.779 -1.032 -0.182
C 2.79449 1.79764 0.07670 0.213 0.319 1.289 -0.165
C 3.77979 1.75861 -0.88388 -0.030 -0.123 -0.601 0.050
C 3.45142 1.52006 -2.23270 -0.515 -1.019 -0.702 -0.183
N 4.42005 1.45670 -3.21204 0.674 0.705 2.314 0.154
C 5.53023 0.89320 -2.88837 0.608 0.183 -0.270 -0.343
C 5.67395 -0.56382 -2.48124 -0.356 0.481 0.380 0.001
C 6.78336 1.74726 -2.87797 -0.278 -0.099 -1.444 -0.012
C 2.09602 1.32083 -2.53032 -0.366 0.158 -1.356 -0.030
C 1.09055 1.35624 -1.57845 -0.556 -0.108 0.268 -0.055
C 1.44410 1.58115 -0.23878 0.206 -0.428 0.169 -0.142
S 0.21444 1.60228 1.05353 -0.924 0.778 -0.344 0.677
O -0.10104 2.95335 1.34065 0.684 0.472 0.568 -0.224
O -0.87290 0.73891 0.80903 0.101 -0.955 0.079 -0.285
F 0.94709 0.98891 2.33664 -0.219 0.088 -0.779 -0.161
C -0.33146 1.14964 -2.10449 -0.685 -0.442 -0.680 -0.402
O -1.31612 1.72822 -1.71313 0.837 0.063 -0.008 0.114
C -0.45100 0.14954 -3.27652 0.659 1.546 0.439 -0.130
C 0.53501 0.15140 -4.15912 -0.382 0.519 -0.295 -0.165
C 1.72763 1.04519 -3.97665 -0.267 -0.081 0.182 -0.341
O 2.34463 1.49655 -4.91780 -0.132 -0.425 0.273 0.104
H 4.74050 0.80303 4.17207 -0.439 -1.784 0.011 0.004
H 2.88171 0.80385 4.21349 0.161 1.766 -0.179 0.064
H 4.32559 0.10311 1.70306 1.140 1.174 -0.199 0.071
H 2.38395 2.54594 2.03476 0.672 -0.029 0.280 0.105
H 4.01079 2.89787 1.48409 -0.757 -1.056 -0.076 -0.033
H 4.81786 1.92234 -0.59421 -0.231 0.046 -0.067 0.125
H 5.90994 -0.62268 -1.40646 0.227 -0.059 -0.311 0.088
H 4.74474 -1.12554 -2.63735 0.213 0.186 -0.094 0.070
H 6.49673 -0.99023 -3.07123 -0.202 -0.018 0.273 0.087
H 7.61823 1.25044 -3.39002 0.040 0.204 0.389 0.085
H 7.04406 2.02080 -1.84992 -0.008 -0.422 0.022 0.075
H 6.54113 2.69246 -3.38370 0.165 -0.308 0.057 0.091
H -1.32628 -0.47710 -3.39252 -0.077 0.528 -0.122 0.085
H 0.43846 -0.51108 -5.01464 0.142 0.772 -0.332 0.073
C -1.23954 -2.62337 -0.12400 -0.051 0.186 -0.150 -1.461
Cl -2.90176 -2.67027 0.49648 0.843 0.588 -0.463 0.456
Cl -0.83291 -4.13422 -0.93910 -0.027 0.090 -0.104 0.523
Cl -1.03651 -1.25220 -1.22396 -0.286 -1.602 0.846 0.768
H -0.56814 -2.48912 0.71613 -0.052 -0.010 -0.003 0.006
C 6.26766 5.78503 1.39831 0.168 0.013 -0.100 -1.514
Cl 5.54401 4.19242 1.67763 0.672 0.641 0.090 0.624
Cl 8.02089 5.71173 1.58635 -0.056 0.002 0.024 0.525
Cl 5.83559 6.38660 -0.20124 -0.020 -0.019 0.055 0.541
H 5.87344 6.46975 2.13890 -0.007 -0.052 -0.013 0.016
C -0.57313 -5.73333 3.18907 0.106 0.060 -0.097 -1.513
Cl -1.53748 -4.58829 2.25382 0.042 -0.413 0.594 0.535
Cl 0.16304 -6.93965 2.12862 -0.039 0.000 0.034 0.530
Cl 0.66424 -4.88621 4.12223 -0.078 -0.045 -0.019 0.511
H -1.22988 -6.24546 3.88181 0.038 0.011 -0.015 0.013
C 11.42591 2.40840 -0.30471 -0.093 0.098 -0.174 -1.505
Cl 9.70476 2.37260 0.07524 0.143 0.369 -0.108 0.486
Cl 11.90211 0.91925 -1.13847 -0.116 -0.076 0.289 0.500
Cl 11.81272 3.82902 -1.27669 -0.204 0.156 0.388 0.513
H 11.98074 2.46813 0.62337 -0.023 -0.029 -0.029 0.019
C 2.36856 -3.66531 -3.63001 0.106 -0.005 -0.032 -1.512
Cl 2.62976 -3.76492 -1.88714 0.082 0.054 -0.039 0.528
Cl 1.25042 -4.91607 -4.17393 0.049 0.068 0.000 0.546
Cl 1.77155 -2.05724 -4.08044 0.542 -1.338 0.503 0.667
H 3.32153 -3.82415 -4.12106 -0.041 0.004 0.004 -0.021
C -6.88659 -4.25132 1.77943 0.187 0.024 0.075 -1.560
Cl -7.17870 -3.65027 3.41272 -0.022 -0.012 -0.077 0.519
Cl -5.37028 -3.60829 1.13760 -0.840 -0.403 0.188 0.487
Cl -6.87041 -6.01673 1.75929 -0.042 0.037 -0.032 0.532
H -7.69717 -3.91181 1.14515 0.281 -0.102 0.119 -0.092
C -11.24423 -2.90765 2.28362 0.040 0.124 0.150 -1.516
Cl -12.55786 -2.06593 1.45587 0.033 -0.038 -0.046 0.549
Cl -9.91500 -3.23107 1.16422 -0.432 0.075 -0.094 0.583
Cl -10.68023 -1.97153 3.66514 -0.034 -0.059 -0.036 0.538
H -11.62171 -3.85577 2.64569 0.020 0.018 -0.047 0.019
C -16.24156 -1.18981 2.05467 -0.103 0.093 -0.057 -1.548
Cl -16.02449 -1.19473 3.80988 0.050 -0.023 -0.063 0.512
Cl -17.47436 -2.36052 1.57428 0.125 -0.044 -0.049 0.518
Cl -16.64927 0.43173 1.48039 0.542 -0.103 -0.285 0.502
H -15.30574 -1.48283 1.59501 -0.053 0.002 0.081 -0.045
C 8.35451 -0.28368 2.64394 -0.034 0.065 0.051 -1.504
Cl 8.76793 -0.52853 0.94645 -0.199 -0.417 0.094 0.499
Cl 9.32079 1.03017 3.32259 -0.033 -0.051 0.114 0.522
Cl 6.62943 0.04537 2.84610 0.736 -0.147 -0.123 0.629
H 8.58688 -1.18998 3.18923 0.025 0.025 -0.048 0.015
C -20.77769 0.63795 2.95224 0.082 0.043 0.048 -1.528
Cl -19.11241 0.14265 3.25120 -0.537 0.197 0.029 0.456
Cl -21.15856 2.11448 3.84179 0.008 -0.004 -0.065 0.514
Cl -21.05222 0.87335 1.22215 -0.025 -0.060 0.012 0.530
H -21.43712 -0.15015 3.29654 0.009 0.050 0.012 0.009
C 13.78563 3.33580 -4.80170 -0.049 -0.109 -0.016 -1.533
Cl 13.40374 2.24553 -3.46760 0.374 -0.054 -0.530 0.474
Cl 14.43016 2.43930 -6.18036 0.024 0.056 0.016 0.528
Cl 12.34997 4.25100 -5.26894 0.083 0.015 0.011 0.502
H 14.54300 4.03403 -4.46752 -0.022 -0.025 -0.023 0.015
C -20.76304 -0.62998 7.39242 0.143 -0.039 0.056 -1.537
Cl -22.11288 0.20329 6.62128 -0.022 -0.072 0.016 0.518
Cl -19.46695 -0.95050 6.23415 -0.211 -0.051 0.292 0.509
Cl -20.15826 0.30381 8.76289 -0.025 -0.040 -0.013 0.527
H -21.12522 -1.58020 7.76432 0.016 0.038 0.000 0.011
C -0.47603 -3.73780 7.69572 0.058 -0.030 0.037 -1.557
Cl -0.79921 -3.12476 9.31860 -0.020 0.002 -0.056 0.526
Cl 1.06421 -3.12268 7.09196 -0.013 0.043 0.058 0.502
Cl -0.49234 -5.50394 7.68349 -0.032 0.032 -0.020 0.511
H -1.26152 -3.38700 7.03768 0.035 -0.016 0.012 0.014
C 9.14148 5.60718 -7.91164 0.101 -0.035 -0.026 -1.549
Cl 9.14099 4.69785 -6.39852 -0.093 0.028 -0.009 0.498
Cl 10.30167 6.93610 -7.83774 -0.052 -0.011 0.008 0.520
Cl 9.49629 4.54583 -9.27564 -0.041 0.030 0.026 0.525
H 8.15357 6.02637 -8.05548 0.036 -0.014 0.010 0.012
C 4.46578 -0.89364 -6.79672 -0.076 0.087 0.001 -1.539
Cl 3.94052 -2.57233 -6.59334 0.156 -0.013 -0.161 0.533
Cl 6.22514 -0.77468 -6.68595 -0.017 0.006 0.077 0.523
Cl 3.89183 -0.24705 -8.33116 0.011 -0.032 0.087 0.546
H 4.03404 -0.30202 -5.99537 -0.017 0.001 -0.033 -0.014
```
Forces are in eV/Å.

Summary:
charge	0
Kohn-Sham gap	7.514	eV

2.
Molecular formula: C31H29EuN4O5SeSi
Method: DFT, ωB97M-V with the def2-TZVPD basis set

```
72
Properties=species:S:1:pos:R:3:forces:R:3:mulliken_spin:R:1
Eu 0.64618 1.03901 -0.05793 -0.338 -0.317 -0.478 6.071
O -0.13582 2.31290 -1.77330 0.701 0.212 0.636 -0.009
C -1.17013 2.13561 -2.51965 0.154 -0.512 -0.363 0.002
C -1.02054 2.10480 -3.92770 -0.703 0.349 -0.431 -0.003
C -2.07762 1.88374 -4.79951 0.234 -0.038 1.176 0.000
C -3.35476 1.62075 -4.26861 0.089 0.431 -0.476 0.000
C -3.53138 1.69992 -2.90841 0.876 0.017 0.899 0.001
C -2.45531 1.91905 -2.00274 -0.963 -0.053 -0.594 0.003
C -2.74221 1.92297 -0.57290 -0.032 -0.158 -0.795 -0.005
N -1.89640 1.65079 0.32582 0.676 -0.423 0.437 -0.013
N -2.34545 1.63955 1.64840 -0.334 0.260 -0.138 0.001
C -1.32707 1.83574 2.44116 0.460 0.044 -0.241 -0.003
O -0.12683 2.07016 2.04808 0.043 -0.340 -0.069 -0.005
C -1.54741 1.71023 3.93129 0.001 0.137 -1.096 -0.002
C -0.39680 1.74056 4.69140 0.169 0.015 0.393 0.000
C -0.46358 1.52092 6.05075 -0.221 -0.064 0.175 0.000
C -1.69118 1.25856 6.66138 0.440 -0.074 0.423 0.000
C -2.84058 1.23276 5.89613 -0.770 0.167 -0.511 0.000
C -2.77902 1.48851 4.52777 -0.390 -0.162 -0.122 0.000
H -0.03404 2.33202 -4.27649 0.439 -0.048 -0.315 0.000
H -1.91949 1.93017 -5.86284 0.062 -0.164 -0.263 0.000
H -4.18930 1.44134 -4.93919 0.001 -0.033 0.122 0.000
H -4.49491 1.55920 -2.45101 -0.441 -0.118 -0.050 0.000
H -3.75688 2.14111 -0.30803 -0.760 0.113 0.408 0.000
H 0.54304 1.92175 4.19168 0.018 -0.062 -0.045 0.000
H 0.46316 1.52399 6.60160 0.027 -0.012 0.342 0.000
H -1.73018 1.06359 7.73317 -0.031 0.010 -0.208 0.000
H -3.83683 1.02112 6.29832 0.484 0.060 0.229 0.000
H -3.69617 1.48681 3.92147 0.575 -0.065 0.212 0.000
O 2.04814 -1.17768 -5.34517 0.166 0.090 -0.075 0.000
C 0.74727 -1.45988 -5.24657 -1.043 -0.144 -0.208 0.000
C -0.00994 -1.74226 -6.39889 0.905 0.014 0.007 0.000
C -1.34892 -2.05503 -6.31375 -0.623 0.090 0.134 0.000
C -2.02447 -2.03344 -5.09654 0.070 -0.051 0.366 0.000
C -1.29438 -1.69049 -3.96588 -0.669 -0.180 -0.383 0.000
C 0.05288 -1.42476 -4.02426 0.857 0.392 0.326 -0.001
C 0.68848 -0.89309 -2.77473 -0.502 0.411 0.156 0.002
O -0.08501 -0.48691 -1.86248 0.069 -0.026 0.573 -0.011
N 2.00053 -0.80112 -2.77166 0.664 -0.162 0.221 0.000
N 2.45852 -0.13634 -1.63585 -0.064 0.259 0.513 -0.006
C 3.68395 -0.31170 -1.30447 -0.142 0.583 -0.372 -0.003
C 4.43070 0.44631 -0.29407 -0.344 0.028 -0.271 0.005
C 5.76872 0.07655 -0.06657 -0.370 -0.188 -0.470 0.001
C 6.55634 0.73085 0.83924 0.370 1.019 1.001 -0.001
C 6.00970 1.80336 1.58829 -0.388 -0.275 -0.703 0.000
C 4.70820 2.19428 1.34728 0.014 0.021 0.004 -0.001
C 3.87480 1.57988 0.37478 0.704 -0.825 0.490 -0.005
O 2.66902 1.99388 0.20137 -0.504 0.111 -0.003 -0.010
H 2.33961 -0.94237 -4.41059 0.095 -0.115 0.046 0.000
H 0.49560 -1.69624 -7.36224 -0.080 -0.086 0.137 0.000
H -1.90746 -2.26262 -7.21357 -0.010 -0.076 -0.241 0.000
H -3.09521 -2.23839 -4.98930 0.431 0.065 -0.295 0.000
H -1.77081 -1.56453 -3.00892 -0.104 -0.031 0.190 0.000
H 4.28220 -1.00025 -1.88440 0.154 -0.384 -0.269 0.000
H 6.19921 -0.73979 -0.65773 -0.255 0.177 0.219 0.000
H 7.59317 0.47167 1.00302 0.051 -0.210 -0.098 0.000
H 6.58002 2.36812 2.32456 0.084 -0.329 -0.089 0.000
H 4.23200 2.96469 1.93514 0.058 0.248 0.037 0.000
C -0.34840 -2.31197 4.48860 0.324 0.613 0.312 0.000
Si -0.42315 -2.51509 2.59813 -0.343 -0.308 0.499 -0.002
C -2.10910 -1.88418 2.07650 -0.263 0.054 0.104 0.000
C -0.47525 -4.40523 2.37591 -0.087 0.269 0.059 -0.001
Se 1.25381 -1.64554 1.49487 0.374 0.540 -0.347 -0.007
H -1.23693 -2.72999 4.96522 -0.069 -0.254 0.011 0.000
H -0.31371 -1.25983 4.82103 -0.051 -0.175 -0.369 0.000
H 0.54983 -2.76436 4.93340 -0.198 -0.136 -0.198 0.000
H -2.90186 -2.36378 2.65788 -0.027 -0.250 0.001 0.000
H -2.28072 -2.09381 1.01784 -0.016 0.086 -0.009 0.000
H -2.24935 -0.81607 2.25168 0.195 0.069 -0.182 0.000
H -1.33021 -4.83520 2.89603 -0.271 -0.023 0.028 0.000
H 0.40336 -4.86515 2.80756 0.427 -0.076 0.106 0.000
H -0.51366 -4.69019 1.32920 -0.055 -0.007 -0.212 0.000
```
Forces are in eV/Å.

Summary:
charge	-2
multiplicity	7
Kohn-Sham gap (alpha / beta)	6.776 / 6.786	eV